Model A:
Formula: C2H3N5O
Source: OMol25
Level of theory: the ωB97M-V functional and the def2-TZVPD basis

```
11
Properties=species:S:1:pos:R:3:lowdin_charge:R:1
C 0.45 0.17 -0.11 -0.4363
C -0.52 1.17 -0.08 -0.0865
H 3.39 0.02 -0.15 0.1664
H -0.12 2.14 0.28 0.1359
H -2.99 -0.92 0.48 0.2690
N 1.67 0.44 -0.14 -0.0228
N -1.77 0.80 0.02 0.0480
N -1.92 -0.60 -0.30 -0.1080
N -0.99 -1.49 0.04 -0.0311
N 0.26 -1.18 -0.07 0.1034
O 2.54 -0.54 0.02 -0.0380
```

Output
orbital gap = 8.67 eV
HOMO = -8.785 eV
charge = 0


Model B:
Formula: C2H3N5O
Source: OMol25
Level of theory: the ωB97M-V functional and the def2-TZVPD basis

```
11
Properties=species:S:1:pos:R:3:lowdin_charge:R:1
N -1.67 -0.93 0.34 0.2248
C -1.20 0.20 -0.21 -0.4401
O -1.68 1.30 -0.19 0.1105
N 0.33 0.19 -0.21 -0.0546
C 1.37 1.12 0.10 -0.1708
N 2.45 0.53 0.27 0.0366
N 2.18 -0.80 -0.15 0.0028
N 0.87 -0.92 -0.46 0.0079
H -1.24 -1.70 0.37 -0.0125
H -2.66 -1.21 0.17 0.1619
H 1.26 2.21 -0.03 0.1337
```

Output
structure (SMILES) = NC(=O)n1cnnn1
orbital gap = 10.92 eV
HOMO = -10.663 eV
charge = 0


Energies in kJ/mol, measured from the most stable structure: model A 414.3; model B 0.0.


Model A:
Formula: C3H4O4
Source: OMol25
Level of theory: the ωB97M-V functional and the def2-TZVPD basis

```
11
Properties=species:S:1:pos:R:3:lowdin_charge:R:1
C 0.43 0.60 1.70 0.0050
C 1.07 0.47 0.38 -0.3554
O 2.13 0.65 -0.06 0.1879
O -0.06 -0.17 -0.61 -0.1235
C -1.04 -0.35 -1.84 -0.5153
O -1.48 0.56 -2.42 0.1893
O -1.21 -1.63 -1.92 0.1715
H -0.25 -0.22 1.88 0.0932
H -0.14 1.53 1.70 0.1057
H 1.20 0.65 2.47 0.0972
H -0.65 -2.08 -1.27 0.1444
```

Output
structure (SMILES) = CC(=O)OC(=O)O
orbital gap = 11.15 eV
HOMO = -10.687 eV
charge = 0


Model B:
Formula: C3H4O4
Source: OMol25
Level of theory: the ωB97M-V functional and the def2-TZVPD basis

```
11
Properties=species:S:1:pos:R:3:lowdin_charge:R:1
O -0.23 -2.39 0.59 0.1220
C -0.22 -1.23 0.33 -0.4744
O -0.33 -0.21 1.37 -0.0096
C -0.30 -0.53 -0.92 0.0020
C -0.23 0.84 -0.96 -0.1037
O 0.68 1.71 -0.57 -0.0261
O 1.67 1.24 0.33 0.0289
H -0.57 -0.64 2.20 0.1187
H -0.79 -1.05 -1.73 0.1192
H -0.81 1.36 -1.72 0.1403
H 1.14 0.89 1.09 0.0827
```

Output
structure (SMILES) = O=C(O)/C=C\OO
orbital gap = 9.69 eV
HOMO = -9.599 eV
charge = 0


Energies in kJ/mol, measured from the most stable structure: model A 0.0; model B 255.0.


Model A:
Formula: C3H4O4
Source: OMol25
Level of theory: the ωB97M-V functional and the def2-TZVPD basis

```
11
Properties=species:S:1:pos:R:3:lowdin_charge:R:1
O -1.33 -0.44 1.05 0.0729
C -1.58 -0.66 -0.11 -0.6978
O -0.61 -0.48 -0.99 0.0935
O -2.67 -1.28 -0.58 0.1026
H 0.24 -0.11 -0.52 0.1025
H -3.27 -1.45 0.29 0.2108
C 1.89 0.24 0.54 -0.0183
C 2.44 -0.60 -0.23 -0.3298
O 2.90 -1.37 -0.92 0.2282
H 1.49 -0.10 1.55 0.1279
H 1.64 1.25 0.17 0.1075
```

Output
structure (SMILES) = O=C(O)O.C=C=O
orbital gap = 10.59 eV
HOMO = -10.090 eV
charge = 0


Model B:
Formula: C3H4O4
Source: OMol25
Level of theory: the ωB97M-V functional and the def2-TZVPD basis

```
11
Properties=species:S:1:pos:R:3:lowdin_charge:R:1
O -0.38 -0.74 2.49 0.1373
C -0.19 -0.51 1.18 -0.1789
C -0.78 -0.78 -0.04 -0.2833
O -1.69 -1.66 -0.48 0.0900
O -0.20 -0.01 -1.08 0.0085
C 0.94 0.56 -0.49 -0.2417
O 0.67 0.72 0.85 -0.0190
H 0.00 -0.01 2.86 0.0703
H -2.03 -1.38 -1.39 0.1630
H 1.15 1.52 -0.93 0.1432
H 1.71 -0.13 -0.61 0.1107
```

Output
structure (SMILES) = OC1=C(O)OCO1
orbital gap = 8.55 eV
HOMO = -7.857 eV
charge = 0


Energies in kJ/mol, measured from the most stable structure: model A 0.0; model B 171.2.


Model A:
Formula: C7H16O2
Source: OMol25
Level of theory: the ωB97M-V functional and the def2-TZVPD basis

```
25
Properties=species:S:1:pos:R:3:lowdin_charge:R:1
C 0.68 -1.06 0.85 -0.0212
C 1.41 -0.41 -0.15 -0.2826
C 2.58 0.45 0.27 -0.1034
H 0.20 -2.00 0.62 0.0936
H 1.02 -1.00 1.88 0.0968
H 1.57 -1.00 -1.04 0.1163
H 2.82 1.21 -0.48 0.0592
H 3.49 -0.14 0.42 0.0792
H 2.37 0.99 1.20 0.0822
C 0.81 0.98 -2.62 -0.0515
C 0.12 0.88 -1.28 -0.3470
O -1.07 0.42 -1.26 -0.0557
H 0.59 0.10 -3.22 0.0872
H 1.89 1.11 -2.52 0.0681
H 0.41 1.85 -3.14 0.0904
H 0.35 1.71 -0.60 0.1379
C -2.63 -1.25 1.28 -0.0745
C -1.79 -0.02 1.56 -0.3624
O -2.12 1.10 0.89 -0.0893
H -3.66 -1.05 1.57 0.0767
H -2.61 -1.47 0.21 0.0768
H -2.27 -2.11 1.83 0.0735
H -0.64 -0.37 1.20 0.0721
H -1.67 0.18 2.63 0.1235
H -1.83 0.89 -0.11 0.0542
```

Output
structure (SMILES) = C=CC.CC=O.CCO
orbital gap = 7.69 eV
HOMO = -8.094 eV
charge = 0


Model B:
Formula: C7H16O2
Source: OMol25
Level of theory: the ωB97M-V functional and the def2-TZVPD basis

```
25
Properties=species:S:1:pos:R:3:lowdin_charge:R:1
C 0.81 -1.02 1.40 -0.2995
C 2.04 -1.82 1.08 -0.0619
C -0.35 -0.99 -1.38 -0.0160
C 0.56 -0.03 -0.64 -0.5127
O -0.31 -1.79 1.75 -0.0510
O 1.68 0.26 -1.02 -0.0133
H -0.35 -2.56 1.17 0.0925
H 0.99 -0.32 2.22 0.1313
H 2.39 -2.37 1.97 0.0890
H 2.84 -1.17 0.72 0.0829
H 1.84 -2.56 0.30 0.0821
H 0.21 -1.90 -1.59 0.0871
H -0.63 -0.54 -2.34 0.0940
H -1.24 -1.23 -0.81 0.0749
C -0.48 1.47 -0.07 -0.3114
C -0.44 2.33 -1.31 -0.0980
C -1.89 1.17 0.41 -0.0918
H 0.11 1.95 0.72 0.1261
H 0.29 0.11 0.67 0.1295
H -2.50 0.74 -0.38 0.0768
H -1.90 0.49 1.26 0.0724
H 0.58 2.45 -1.67 0.0767
H -0.84 3.33 -1.09 0.0806
H -1.04 1.91 -2.11 0.0779
H -2.39 2.10 0.73 0.0819
```

Output
orbital gap = 8.68 eV
HOMO = -7.906 eV
charge = 0


Model C:
Formula: C7H16O2
Source: OMol25
Level of theory: the ωB97M-V functional and the def2-TZVPD basis

```
25
Properties=species:S:1:pos:R:3:lowdin_charge:R:1
C 1.54 1.04 -0.99 0.0439
C 1.82 0.38 0.13 -0.3562
C 2.52 1.03 1.29 -0.0769
C 2.10 -1.23 -0.01 -0.2658
O 1.15 -1.87 -0.75 -0.1204
H 1.60 2.12 -1.05 0.0683
H 1.13 0.52 -1.84 0.0730
H 2.03 0.77 2.23 0.0762
H 3.56 0.68 1.37 0.0856
H 2.55 2.11 1.19 0.0760
H 2.16 -1.60 1.02 0.1096
H 3.08 -1.33 -0.50 0.1231
H 0.21 -1.56 -0.33 0.0867
C -2.66 0.79 0.65 -0.0503
C -1.73 0.01 -0.27 -0.4853
C -2.47 -1.00 -1.13 -0.0390
O -0.77 -0.71 0.51 -0.1084
H -2.09 1.50 1.26 0.0775
H -3.19 0.11 1.31 0.0837
H -3.39 1.35 0.06 0.0801
H -1.19 0.71 -0.93 0.1261
H -3.22 -0.50 -1.75 0.0829
H -1.78 -1.54 -1.78 0.0812
H -2.97 -1.73 -0.50 0.0865
H 0.00 -0.05 0.81 0.1420
```

Output
structure (SMILES) = C=C(C)CO.CC(C)O
orbital gap = 10.03 eV
HOMO = -9.314 eV
charge = 0


Model D:
Formula: C7H16O2
Source: OMol25
Level of theory: the ωB97M-V functional and the def2-TZVPD basis

```
25
Properties=species:S:1:pos:R:3:lowdin_charge:R:1
C -0.77 -0.01 0.17 -0.3348
C 0.37 0.30 -0.60 -0.2197
C 1.16 0.09 1.18 -0.1057
C -1.58 1.01 0.90 -0.0185
C -1.19 -1.44 0.34 -0.0260
C 0.80 1.67 -1.06 -0.0523
C 2.23 -0.97 0.99 -0.1253
O -1.44 0.27 -1.94 -0.3347
O -1.42 -1.08 -2.52 -0.1897
H -1.97 -0.94 -3.30 0.0576
H 0.79 -0.53 -1.15 0.1364
H 0.56 -0.12 2.07 0.0948
H 1.57 1.09 1.31 0.0933
H -1.99 -1.62 -0.38 0.0947
H -2.54 1.08 0.39 0.1057
H -1.77 0.71 1.93 0.0907
H -1.13 2.00 0.90 0.0815
H -0.39 -2.14 0.08 0.0888
H -1.53 -1.64 1.36 0.0928
H 1.89 1.75 -1.02 0.0852
H 0.37 2.47 -0.47 0.0767
H 0.47 1.78 -2.09 0.0869
H 2.88 -1.02 1.87 0.0754
H 2.86 -0.76 0.13 0.0763
H 1.79 -1.96 0.87 0.0700
```

Output
orbital gap = 8.02 eV
HOMO = -7.264 eV
charge = 0


Energies in kJ/mol, measured from the most stable structure: model A 202.4; model B 195.3; model C 0.0; model D 452.4.